Entry 1:
A single C4H9NO3 molecule. Source: the Open Molecules 2025 dataset; level of theory: ωB97M-V/def2-TZVPD.

Its multiplicity is 1. Its SMILES is CN(C)COC(=O)O. For the LUMO energy, the calculation gives 0.254 eV. Its net charge is 0.

CARTESIAN COORDINATES (ANGSTROEM)
C  1.6718  1.3149  -0.7123
N  0.9363  0.1720  -0.2526
C  1.5549  -1.1098  -0.4688
C  -0.7294  0.2472  -0.1884
O  -0.6945  0.0733  1.1570
C  -2.2402  -0.5183  1.0955
O  -2.5587  -1.6062  0.7223
O  -2.9637  0.2545  1.9143
H  2.0845  1.8861  0.1244
H  2.5438  1.1130  -1.3440
H  1.0322  1.9936  -1.2899
H  0.9234  -1.8933  -0.0494
H  1.6885  -1.3135  -1.5425
H  2.5402  -1.1347  0.0049
H  -0.9861  1.2709  -0.4733
H  -1.0548  -0.5129  -0.9097
H  -3.7482  -0.2368  2.2125

Entry 2:
A molecular structure, C33H45CrGeN5O3S2. Source: the Open Molecules 2025 dataset; level of theory: ωB97M-V/def2-TZVPD.

Its multiplicity is 5. For the LUMO energy (alpha / beta), the calculation gives 4.284 / 4.283 eV. Its net charge is -2.

CARTESIAN COORDINATES (ANGSTROEM)
Cr  0.0432  0.3045  1.6441
C  -2.5690  0.0618  3.5492
C  -1.8425  -0.8392  2.5846
N  -0.6622  -1.2137  2.9781
N  -0.2102  -2.4724  2.5809
C  1.0567  -2.5052  2.3446
S  2.1306  -1.1793  2.2396
S  1.7154  -4.1675  2.0469
C  0.5321  -4.7953  0.8074
C  1.1299  -4.8323  -0.5763
C  1.6828  -5.9953  -1.0968
C  2.2518  -6.0108  -2.3679
C  2.2688  -4.8537  -3.1304
C  1.7255  -3.6835  -2.6129
C  1.1647  -3.6687  -1.3412
C  -2.4766  -1.4629  1.4106
C  -3.8145  -1.8359  1.3534
C  -4.3478  -2.4453  0.2279
C  -3.5095  -2.6643  -0.8707
C  -2.1877  -2.2650  -0.8608
C  -1.6276  -1.6154  0.2666
O  -0.4222  -1.1481  0.2393
H  -2.1741  -0.1085  4.5470
H  -2.4335  1.1175  3.3255
H  -3.6366  -0.1601  3.5241
H  0.1931  -5.7818  1.1217
H  -0.3098  -4.1057  0.8623
H  1.6662  -6.9016  -0.4994
H  2.6804  -6.9266  -2.7583
H  2.7050  -4.8610  -4.1226
H  1.7413  -2.7726  -3.1984
H  0.7591  -2.7493  -0.9204
H  -4.4472  -1.6753  2.2197
H  -5.3882  -2.7414  0.2018
H  -3.9080  -3.1427  -1.7597
H  -1.5552  -2.4091  -1.7300
C  3.0284  2.8959  0.0169
C  2.1473  2.2987  1.0698
O  1.3764  1.3156  0.6318
C  2.1991  2.7561  2.4035
C  3.2270  3.6410  2.8429
C  3.2733  4.1459  4.1387
C  2.2945  3.7806  5.0545
C  1.2764  2.8970  4.6602
C  1.1997  2.3724  3.3772
O  0.1802  1.5977  3.0624
H  2.5595  2.7341  -0.9572
H  4.0279  2.4301  -0.0099
H  3.1712  3.9703  0.1650
H  4.0161  3.9084  2.1498
H  4.0792  4.8119  4.4309
H  2.3117  4.1735  6.0655
H  0.5024  2.5924  5.3570
C  -2.7755  4.2063  -0.0962
Ge  -2.5660  2.8403  1.3163
C  -2.0143  3.8516  2.8943
C  -4.4267  2.2506  1.6007
C  -1.3885  1.4802  0.6284
H  -3.5236  4.9586  0.1804
H  -3.0900  3.7230  -1.0267
H  -1.8223  4.7102  -0.2822
H  -2.5988  4.7765  2.9538
H  -0.9513  4.0947  2.8287
H  -2.1548  3.2806  3.8149
H  -5.0975  3.1131  1.5235
H  -4.5739  1.7852  2.5770
H  -4.7017  1.5206  0.8329
H  -0.7369  2.0174  -0.0620
H  -2.0166  0.8342  0.0046
C  -1.1494  0.7127  -4.2677
N  0.2190  0.2310  -4.3560
C  0.3066  -1.0180  -5.0983
C  0.9187  0.2760  -3.1272
N  0.3517  0.6657  -2.0710
N  2.2568  -0.1741  -3.2295
C  3.0904  0.5221  -4.1925
C  2.9332  -0.3977  -1.9565
H  -1.5425  0.8188  -5.2820
H  -1.1773  1.6722  -3.7572
H  -1.7881  0.0251  -3.6973
H  -0.3903  -1.7718  -4.7021
H  1.3118  -1.4261  -5.0412
H  0.0539  -0.8425  -6.1471
H  0.9556  0.7359  -1.2516
H  2.5370  0.7011  -5.1118
H  3.9726  -0.0821  -4.4218
H  3.4360  1.4914  -3.8028
H  3.3284  0.5284  -1.5221
H  3.7656  -1.0881  -2.1119
H  2.2544  -0.8384  -1.2294

Entry 3:
12 unconnected molecules or ions with the total composition C50H88N9O16P. Source: the Open Molecules 2025 dataset; level of theory: ωB97M-V/def2-TZVPD.

Its multiplicity is 1. Its SMILES is CN(C)P(=O)(N(C)C)N(C)C.CCOC(=O)OC.CCOC(=O)OC.CCOC(=O)OC.CCOC(=O)OC.CCOC(=O)OC.c1cc[nH]c1.c1cc[nH]c1.c1cc[nH]c1.c1cc[nH]c1.c1cc[nH]c1.c1cc[nH]c1. For the LUMO energy, the calculation gives 0.270 eV. Its net charge is 0.

CARTESIAN COORDINATES (ANGSTROEM)
C  14.8140  -3.9653  -27.1780
N  15.5938  -3.2049  -26.2480
C  15.2799  -3.2760  -24.8602
P  17.1625  -2.7345  -26.6833
O  17.9714  -2.2473  -25.4997
N  17.9260  -4.0066  -27.5058
C  17.8467  -5.3169  -26.8421
C  19.1003  -3.9112  -28.3802
N  16.9618  -1.3990  -27.8248
C  16.9431  0.0061  -27.3772
C  16.1733  -1.6148  -29.0249
H  13.7581  -3.7508  -27.0135
H  15.0338  -5.0307  -27.1080
H  15.0341  -3.6918  -28.2099
H  14.2007  -3.3950  -24.7636
H  15.4442  -2.3480  -24.3124
H  15.8116  -4.0866  -24.3620
H  16.9846  -5.3474  -26.1758
H  17.7066  -6.0639  -27.6234
H  18.7752  -5.5742  -26.3324
H  19.3838  -4.8684  -28.8178
H  18.8726  -3.2868  -29.2441
H  19.9347  -3.4696  -27.8353
H  16.4888  0.6190  -28.1557
H  16.3774  0.1758  -26.4611
H  17.9881  0.2594  -27.1984
H  16.3837  -2.6235  -29.3803
H  16.4253  -1.0058  -29.8931
H  15.1098  -1.5719  -28.7895
C  13.8241  -13.6415  -19.7315
C  13.0525  -12.4538  -19.2500
O  11.7529  -12.7456  -18.7170
C  10.9742  -11.7351  -18.2684
O  11.3260  -10.5792  -18.0666
O  9.6504  -12.1278  -18.3296
C  8.6595  -11.2861  -17.7289
H  14.2630  -14.2602  -18.9488
H  14.6069  -13.2824  -20.3996
H  13.1690  -14.3226  -20.2747
H  12.9155  -11.6960  -20.0214
H  13.6018  -11.8988  -18.4895
H  8.9422  -10.9520  -16.7306
H  7.6879  -11.7790  -17.7635
H  8.5789  -10.4050  -18.3656
C  18.6250  -9.9737  -22.4674
C  19.4306  -10.4605  -21.2678
O  19.0981  -11.7984  -21.1060
C  19.9273  -12.6207  -20.3890
O  21.0286  -12.3683  -19.9578
O  19.3281  -13.8290  -20.3753
C  20.0514  -14.8499  -19.6398
H  18.6873  -8.8937  -22.6008
H  17.5901  -10.3066  -22.5457
H  19.1272  -10.3566  -23.3559
H  19.0598  -9.9216  -20.3959
H  20.5130  -10.3382  -21.3061
H  20.0902  -14.8224  -18.5508
H  21.0414  -15.1487  -19.9843
H  19.4950  -15.7866  -19.6723
C  21.6805  -6.7408  -17.8055
C  22.6595  -7.0690  -18.9001
O  22.2421  -6.4080  -20.1196
C  22.9739  -6.7067  -21.1888
O  24.0500  -7.2991  -21.1142
O  22.4543  -6.0642  -22.1855
C  23.2266  -6.1006  -23.4048
H  20.6418  -6.9479  -18.0633
H  21.6348  -5.7380  -17.3809
H  21.8664  -7.3896  -16.9496
H  22.7666  -8.1510  -18.9763
H  23.6941  -6.8463  -18.6393
H  23.5165  -7.0322  -23.8908
H  24.1291  -5.5135  -23.2349
H  22.7516  -5.5530  -24.2188
C  17.0632  -17.0399  -14.9199
C  18.0915  -16.3018  -14.1738
O  19.0907  -17.2617  -13.9923
C  20.2646  -16.9735  -13.2798
O  20.6944  -15.8747  -12.8877
O  20.9022  -18.1569  -12.9996
C  22.3095  -18.1756  -12.6907
H  16.6482  -17.8244  -14.2870
H  17.4789  -17.6737  -15.7032
H  16.2559  -16.3607  -15.1940
H  17.6828  -15.8921  -13.2501
H  18.4591  -15.4605  -14.7612
H  22.7364  -19.1778  -12.6513
H  22.5998  -17.6222  -11.7977
H  22.7636  -17.6156  -13.5081
C  13.5096  -6.0994  -20.5126
C  14.1315  -5.8032  -19.1730
O  14.9325  -4.6800  -19.3283
C  16.2507  -4.7909  -19.5244
O  16.8794  -5.8199  -19.5198
O  16.7120  -3.5821  -19.8664
C  18.0459  -3.4319  -20.3039
H  14.2453  -6.6377  -21.1102
H  13.0063  -5.2650  -21.0010
H  12.6671  -6.7745  -20.3622
H  14.6264  -6.7060  -18.8152
H  13.4229  -5.4312  -18.4330
H  17.9806  -2.6900  -21.0998
H  18.4135  -4.3764  -20.7048
H  18.6926  -3.0078  -19.5358
C  22.7372  -9.5026  -27.4859
C  24.0281  -9.2095  -27.9427
C  24.9724  -9.8057  -27.1162
N  24.2706  -10.4810  -26.1934
C  22.9386  -10.3796  -26.4604
H  21.8186  -9.2457  -27.9924
H  24.3990  -8.6420  -28.7835
H  26.0502  -9.7416  -27.0906
H  24.6939  -10.9809  -25.4246
H  22.2792  -10.9319  -25.8073
C  17.4421  -9.9718  -16.2001
C  18.6197  -10.5448  -15.6704
C  18.2576  -10.8823  -14.3622
N  16.9043  -10.6520  -14.1527
C  16.3784  -9.9843  -15.2806
H  17.4313  -9.5388  -17.1894
H  19.5733  -10.6450  -16.1673
H  18.8134  -11.1784  -13.4848
H  16.4105  -10.8564  -13.2957
H  15.3553  -9.6492  -15.3663
C  18.5204  -20.4919  -19.8961
C  19.3690  -21.2142  -19.0667
C  20.5726  -21.4399  -19.7140
N  20.3785  -20.9904  -20.9614
C  19.2101  -20.3208  -21.0844
H  17.5228  -20.2289  -19.5767
H  19.0913  -21.5664  -18.0842
H  21.5056  -21.9108  -19.4419
H  21.1018  -20.9388  -21.6644
H  18.9138  -19.7799  -21.9709
C  19.4678  -16.0288  -24.9068
C  19.9469  -14.7738  -25.4155
C  21.0122  -15.0268  -26.3171
N  21.0121  -16.3856  -26.4616
C  20.1067  -16.9883  -25.6552
H  18.7767  -16.2347  -24.1028
H  19.7760  -13.7676  -25.0621
H  21.8072  -14.4882  -26.8113
H  21.7446  -16.8912  -26.9389
H  20.1302  -18.0672  -25.6134
C  26.6570  -13.3612  -23.6302
C  25.6271  -14.3206  -23.9170
C  24.4891  -13.9304  -23.2030
N  24.7998  -12.8971  -22.3959
C  26.1060  -12.4833  -22.6941
H  27.6140  -13.2909  -24.1258
H  25.7364  -15.1321  -24.6213
H  23.5609  -14.4684  -23.0788
H  24.2590  -12.5375  -21.6224
H  26.5346  -11.6140  -22.2176
C  24.5356  -19.1463  -17.9535
C  25.1488  -17.9469  -17.7091
C  25.9560  -18.1459  -16.6201
N  25.9221  -19.4446  -16.1861
C  24.9579  -20.0489  -16.9759
H  23.8143  -19.2770  -18.7466
H  24.9595  -17.0783  -18.3223
H  26.5013  -17.3924  -16.0713
H  26.4947  -19.8802  -15.4772
H  24.7080  -21.0853  -16.8028